Record 1
{"formula": "C5H6O4Pb", "method": "ωB97M-V with the def2-TZVPD basis set", "total_energy_ha": -687.1830, "charge": 2, "lumo_ha": -0.4035, "homo_energy_ev": -17.35, "spin_multiplicity": 1, "species": ["O", "C", "C", "O", "Pb", "H", "H", "C", "C", "O", "C", "O", "H", "H", "H", "H"], "positions_angstrom": [[-1.504, 0.635, -1.817], [-1.869, -0.524, -1.652], [-2.433, -0.862, -0.270], [-2.542, 0.060, 0.519], [-1.907, 2.037, -0.112], [-1.565, -1.327, -2.339], [-2.643, -1.907, 0.004], [1.949, -1.508, 1.157], [1.893, -0.219, 0.863], [0.641, 0.326, 0.537], [0.441, 1.530, 0.115], [1.500, 2.260, 0.053], [1.075, -2.155, 1.070], [2.744, 0.448, 0.744], [2.920, -1.960, 1.350], [1.301, 3.166, -0.222]], "nbo_charge": [-0.53, 0.39, 0.42, -0.55, 1.45, 0.24, 0.24, -0.32, 0.02, -0.46, 0.43, -0.59, 0.22, 0.24, 0.27, 0.54]}



Record 2
{"formula": "C16H36I2NO7P2Pd", "method": "ωB97M-V with the def2-TZVPD basis set", "total_energy_ha": -2617.8705, "charge": 3, "lumo_ha": -0.4228, "homo_energy_ev": -18.32, "spin_multiplicity": 1, "species": ["Pd", "N", "C", "O", "C", "C", "H", "H", "H", "H", "H", "H", "C", "C", "C", "O", "P", "O", "C", "P", "O", "O", "C", "C", "C", "O", "C", "C", "C", "O", "C", "C", "C", "H", "H", "H", "H", "H", "H", "H", "H", "H", "H", "H", "H", "H", "H", "H", "H", "H", "H", "H", "H", "H", "H", "H", "H", "H", "H", "H", "H", "H", "H", "I", "I"], "positions_angstrom": [[-1.364, 0.786, -2.258], [-0.125, 2.848, -5.562], [-0.515, 1.914, -4.746], [-0.745, 2.179, -3.519], [-0.740, 0.498, -5.140], [-0.573, -0.309, -3.873], [-0.013, 3.801, -5.233], [0.077, 2.659, -6.534], [-0.041, 0.132, -5.900], [-1.744, 0.423, -5.566], [0.442, -0.349, -3.487], [-1.078, -1.271, -3.829], [4.294, 0.305, 1.526], [2.790, 0.241, 1.562], [2.141, 1.392, 2.286], [2.341, 0.287, 0.117], [1.122, -0.235, -0.640], [0.381, 0.952, -1.266], [-0.007, -1.192, 0.407], [-1.605, -0.450, 0.731], [-2.185, 0.181, -0.555], [-1.323, 0.604, 1.818], [-2.210, 1.738, 2.269], [-1.857, 1.973, 3.715], [-1.937, 2.928, 1.381], [-2.615, -1.534, 1.131], [-2.907, -2.236, 2.442], [-1.635, -2.461, 3.221], [-3.958, -1.440, 3.169], [1.521, -1.203, -1.787], [2.781, -2.039, -1.939], [3.931, -1.154, -2.349], [3.014, -2.844, -0.684], [4.671, 0.280, 2.549], [4.626, 1.233, 1.064], [4.721, -0.543, 0.993], [2.447, -0.725, 1.935], [2.492, 2.341, 1.882], [2.420, 1.346, 3.340], [1.054, 1.345, 2.221], [0.459, -1.492, 1.349], [-0.217, -2.119, -0.135], [-3.233, 1.372, 2.162], [-0.808, 2.254, 3.810], [-2.050, 1.095, 4.329], [-2.459, 2.795, 4.103], [-0.900, 3.248, 1.487], [-2.578, 3.755, 1.685], [-2.143, 2.705, 0.334], [-3.312, -3.175, 2.076], [-1.171, -1.516, 3.509], [-0.931, -3.089, 2.675], [-1.883, -2.991, 4.141], [-3.537, -0.534, 3.606], [-4.364, -2.042, 3.983], [-4.784, -1.186, 2.506], [2.487, -2.691, -2.758], [4.229, -0.485, -1.546], [3.687, -0.569, -3.235], [4.783, -1.786, -2.600], [3.278, -2.202, 0.160], [3.854, -3.519, -0.849], [2.150, -3.459, -0.433], [-3.794, 0.576, -3.252], [-4.855, 2.656, -2.000]], "nbo_charge": [1.16, -0.68, 0.70, -0.57, -0.58, -0.21, 0.45, 0.45, 0.30, 0.28, 0.26, 0.24, -0.64, 0.15, -0.65, -0.85, 2.49, -1.05, -1.29, 2.51, -1.08, -0.86, 0.13, -0.64, -0.64, -0.84, 0.14, -0.66, -0.65, -0.88, 0.14, -0.65, -0.66, 0.26, 0.24, 0.23, 0.18, 0.24, 0.25, 0.21, 0.32, 0.31, 0.20, 0.23, 0.23, 0.26, 0.23, 0.25, 0.20, 0.22, 0.21, 0.22, 0.27, 0.21, 0.26, 0.24, 0.21, 0.23, 0.22, 0.26, 0.21, 0.27, 0.22, 0.32, 0.25]}



Record 3
{"formula": "C43H49CdN9O5PS3", "method": "ωB97M-V with the def2-TZVPD basis set", "total_energy_ha": -4240.6915, "charge": -1, "lumo_ha": 0.0831, "homo_energy_ev": -4.21, "spin_multiplicity": 1, "species": ["Cd", "N", "C", "S", "N", "N", "C", "C", "C", "C", "C", "C", "C", "O", "H", "H", "H", "H", "H", "H", "H", "C", "C", "N", "C", "C", "S", "C", "C", "S", "C", "N", "C", "H", "H", "H", "H", "H", "H", "H", "H", "C", "P", "C", "C", "C", "C", "C", "C", "C", "H", "H", "H", "H", "H", "H", "H", "H", "H", "H", "H", "C", "C", "C", "C", "C", "C", "O", "N", "C", "O", "N", "C", "O", "H", "H", "H", "H", "H", "H", "H", "H", "H", "H", "H", "C", "N", "N", "C", "O", "C", "C", "C", "C", "C", "C", "C", "C", "C", "H", "H", "H", "H", "H", "H", "H", "H", "H", "H", "H", "H"], "positions_angstrom": [[0.508, -1.689, -0.203], [-1.554, -5.505, -0.217], [-1.004, -4.330, -0.672], [0.701, -4.300, -0.834], [-1.800, -3.386, -1.066], [-1.236, -2.229, -1.469], [-1.796, -1.607, -2.442], [-1.390, -0.379, -3.061], [-2.135, -0.005, -4.189], [-1.867, 1.129, -4.920], [-0.809, 1.940, -4.519], [-0.050, 1.603, -3.428], [-0.277, 0.434, -2.649], [0.495, 0.172, -1.659], [-0.897, -6.030, 0.343], [-2.470, -5.408, 0.198], [-2.672, -2.080, -2.904], [-2.950, -0.650, -4.497], [-2.462, 1.385, -5.786], [-0.579, 2.838, -5.080], [0.793, 2.219, -3.153], [1.300, -2.021, -4.476], [2.311, -2.663, -3.616], [2.464, -2.457, -2.368], [3.462, -3.203, -1.819], [4.117, -4.008, -2.708], [3.451, -3.839, -4.279], [3.743, -3.123, -0.400], [4.627, -3.918, 0.273], [4.653, -3.521, 1.942], [3.464, -2.262, 1.615], [3.111, -2.202, 0.387], [2.974, -1.387, 2.698], [0.349, -2.017, -3.946], [1.198, -2.551, -5.419], [1.572, -0.983, -4.669], [4.917, -4.699, -2.529], [5.246, -4.704, -0.110], [3.809, -0.924, 3.224], [2.401, -1.974, 3.415], [2.314, -0.636, 2.265], [3.720, 1.759, 0.783], [2.242, 1.254, -0.279], [1.499, 2.959, -0.300], [3.185, 1.299, -1.856], [3.911, 0.149, -2.147], [4.607, 0.022, -3.333], [4.612, 1.062, -4.248], [3.929, 2.227, -3.953], [3.215, 2.343, -2.773], [4.238, 2.643, 0.413], [4.422, 0.930, 0.809], [3.368, 1.946, 1.795], [2.202, 3.712, -0.653], [1.206, 3.217, 0.716], [0.617, 2.944, -0.935], [3.901, -0.653, -1.426], [5.148, -0.890, -3.553], [5.145, 0.965, -5.186], [3.953, 3.058, -4.648], [2.682, 3.266, -2.593], [-3.200, -1.763, 2.444], [-2.688, -0.764, 3.476], [-1.281, -1.068, 4.053], [-0.957, -0.031, 5.144], [0.511, -0.109, 5.546], [-1.330, -2.431, 4.688], [-1.640, -2.670, 5.842], [-0.979, -3.426, 3.824], [-0.314, -3.257, 2.588], [0.017, -4.274, 2.012], [0.009, -1.995, 2.194], [-0.290, -0.915, 2.886], [-0.445, 1.196, 1.208], [-4.165, -1.432, 2.061], [-3.328, -2.751, 2.884], [-2.516, -1.835, 1.599], [-3.384, -0.718, 4.320], [-2.648, 0.227, 3.018], [-1.586, -0.230, 6.015], [-1.183, 0.969, 4.770], [0.730, -1.082, 5.980], [0.761, 0.657, 6.279], [1.132, 0.020, 4.662], [-1.021, -4.383, 4.155], [-2.075, 4.576, 0.612], [-2.224, 3.361, 1.406], [-2.422, 2.216, 0.567], [-1.601, 1.119, 0.527], [-1.907, 0.107, -0.042], [-0.359, 2.116, 2.223], [-1.182, 3.150, 2.348], [-1.098, 4.133, 3.473], [-3.603, 2.262, -0.203], [-3.573, 1.880, -1.540], [-4.717, 1.997, -2.304], [-5.884, 2.498, -1.752], [-5.911, 2.879, -0.420], [-4.775, 2.761, 0.358], [-2.928, 4.659, -0.058], [-1.155, 4.586, 0.018], [-2.084, 5.424, 1.293], [0.413, 1.856, 2.927], [-0.441, 3.739, 4.243], [-2.090, 4.299, 3.889], [-0.699, 5.093, 3.138], [-2.662, 1.496, -1.973], [-4.689, 1.699, -3.342], [-6.772, 2.596, -2.360], [-6.824, 3.257, 0.020], [-4.771, 3.062, 1.396]], "mulliken_charge": [2.74, -0.53, 0.26, -0.54, -1.72, 1.28, -1.57, 1.73, -0.90, -1.17, -0.71, -1.02, 0.29, 0.34, 0.32, 0.28, 0.16, 0.41, 0.36, 0.41, 0.07, -0.49, -0.11, 0.92, -0.38, -0.53, -0.32, -0.47, -0.59, -0.33, 0.00, 0.38, -0.73, -0.26, 0.66, 0.12, 0.45, 0.45, 0.70, 0.47, -0.60, -1.85, 2.34, -1.58, 0.89, -1.07, -0.31, -0.82, -0.71, -0.66, 0.44, 0.34, 0.42, 0.71, 0.52, -0.03, 0.15, 0.42, 0.38, 0.41, 0.26, -1.22, -0.85, 2.54, -1.40, -1.36, -0.27, -0.70, 0.18, -1.04, -0.66, 2.16, -1.71, 0.92, 0.51, 0.38, -0.10, 0.52, 0.01, 0.56, 0.51, 0.36, 0.48, 0.12, 0.33, -1.09, -0.33, 1.32, -0.20, -0.60, -0.58, 0.25, -1.90, -0.62, 0.41, -0.84, -0.57, -0.69, -0.06, 0.38, 0.15, 0.45, 0.20, 0.48, 0.34, 0.47, 0.05, 0.44, 0.40, 0.39, 0.44]}